DFT (wB97M-V/def2-TZVPD) results for one molecule with the formula C16H19F3N4O.

Each line ends with the Mulliken charge.
Atoms and positions in Å:
O: 0.456 -2.112 -1.591  -0.651
C: 0.466 -1.023 -1.061  0.666
C: 1.292 0.150 -1.632  -0.938
N: 2.310 0.556 -0.700  0.275
C: 2.466 1.742 -0.034  0.415
C: 1.522 2.883 -0.199  0.641
F: 1.850 3.940 0.527  -0.268
F: 1.420 3.291 -1.480  -0.260
F: 0.259 2.536 0.160  -0.249
N: 3.499 1.779 0.756  -0.800
C: 4.093 0.553 0.632  0.393
C: 5.233 0.038 1.244  -0.699
C: 5.594 -1.251 0.923  -0.419
C: 4.852 -2.023 0.021  -0.702
C: 3.721 -1.535 -0.597  -0.814
C: 3.353 -0.235 -0.280  0.763
N: -0.178 -0.723 0.078  0.024
C: -1.049 -1.672 0.734  -1.146
C: -2.494 -1.621 0.218  -0.671
N: -3.160 -0.398 0.597  0.012
C: -4.604 -0.518 0.742  -0.794
C: -5.087 0.924 0.681  -0.625
C: -4.219 1.492 -0.439  -0.717
C: -2.882 0.766 -0.244  -0.029
H: 0.634 0.989 -1.864  0.409
H: 1.765 -0.195 -2.557  0.331
H: 5.797 0.638 1.938  0.452
H: 6.472 -1.685 1.377  0.385
H: 5.176 -3.030 -0.194  0.401
H: 3.144 -2.135 -1.283  0.446
H: -0.224 0.231 0.399  0.205
H: -1.037 -1.466 1.805  0.407
H: -0.641 -2.667 0.541  0.473
H: -3.032 -2.456 0.673  0.486
H: -2.482 -1.775 -0.875  0.385
H: -4.837 -1.009 1.689  0.371
H: -5.055 -1.104 -0.077  0.371
H: -6.153 1.002 0.477  0.362
H: -4.865 1.427 1.622  0.281
H: -4.651 1.237 -1.408  0.301
H: -4.112 2.573 -0.384  0.339
H: -2.167 1.415 0.273  0.027
H: -2.446 0.473 -1.209  0.163

Values from the calculation:
- HOMO-LUMO gap (eV) = 9.2
- M (u) = 340.35
- SMILES = O=C(Cn1c(C(F)(F)F)nc2ccccc21)NCCN1CCCC1
- relative energy (zero: lowest compared OMol25 entry of this formula, charge and spin) (kcal per mole) = 0.00
- multiplicity = 1